# 1
Computed, not measured: 2 unconnected molecules or ions with the total composition C2HClF2O at a distorted geometry, with ωB97M-V/def2-TZVPD.

```
! wB97M-V def2-TZVPD RIJCOSX def2/J DEFGRID3
* xyz 0 1
C -1.237 0.128 0.582
C -0.278 0.541 1.637
O -1.525 1.110 1.364
F 0.823 1.301 1.471
F -0.161 -0.163 2.754
Cl 1.137 -0.981 -3.525
H 1.242 -1.936 -4.284
*
```

**Energy relative to the best compared isomer or geometry (same formula, charge and spin)**: 300.5 kJ/mol
**DFT total energy**: -811.84081 Ha
**Max |F|**: 0.039 hartree/bohr
**Gap between HOMO and LUMO**: 10.276 eV

# 2
Computed, not measured: C5H8O in the gas phase, with ωB97M-V/def2-TZVPD.

```
! wB97M-V def2-TZVPD RIJCOSX def2/J DEFGRID3
* xyz 0 1
C -0.369 1.504 0.390
C -0.561 0.376 -0.600
C 0.582 -0.368 -1.208
C -0.272 -1.057 -0.177
C 0.427 -1.217 1.134
O -0.033 -1.704 2.137
H 0.544 1.365 0.976
H -0.296 2.471 -0.116
H -1.207 1.543 1.095
H -1.439 0.492 -1.235
H 1.576 -0.119 -0.836
H 0.562 -0.670 -2.249
H -0.998 -1.824 -0.438
H 1.471 -0.824 1.110
*
```

**Energy relative to the best compared isomer or geometry (same formula, charge and spin)**: 121.0 kJ/mol
**DFT total energy**: -270.51182 Ha
**Max |F|**: 0.009 hartree/bohr
**SMILES**: C[C@H]1C[C@H]1C=O
**Gap between HOMO and LUMO**: 10.879 eV

# 3
Computed, not measured: C8H8N3P in the gas phase at a distorted geometry, with ωB97M-V/def2-TZVPD.

```
! wB97M-V def2-TZVPD RIJCOSX def2/J DEFGRID3
* xyz 0 1
N -1.423 -1.921 -3.119
P -2.243 -1.771 -1.779
C -1.235 -0.779 -0.560
C -1.836 -0.223 0.624
N -1.226 0.507 1.538
C 0.089 0.675 1.202
C 0.910 1.479 2.076
C 2.242 1.680 1.830
C 2.892 1.109 0.658
C 2.116 0.353 -0.177
C 0.720 0.113 0.067
N 0.042 -0.641 -0.845
H -1.942 -1.494 -3.882
H -3.453 -1.091 -2.090
H -2.580 -3.020 -1.198
H -2.913 -0.409 0.777
H 0.476 1.959 2.961
H 2.844 2.285 2.518
H 3.958 1.273 0.479
H 2.564 -0.084 -1.079
*
```

**DFT total energy**: -815.21220 Ha
**Max |F|**: 0.049 hartree/bohr
**SMILES**: N=[PH2]c1cnc2ccccc2n1
**Gap between HOMO and LUMO**: 8.005 eV

# 4
Computed, not measured: C5H6N2 in the gas phase at a distorted geometry, with ωB97M-V/def2-TZVPD.

```
! wB97M-V def2-TZVPD RIJCOSX def2/J DEFGRID3
* xyz 0 1
C -2.377 0.996 -0.101
C -1.649 0.096 -0.324
C -0.823 -1.024 -0.524
C 0.195 -1.156 0.656
N 0.766 -0.929 -0.721
N 1.134 0.306 -0.769
C 1.859 1.075 0.006
H -3.301 1.696 0.313
H -1.175 -1.798 -1.166
H 0.447 -2.052 1.064
H 0.319 -0.238 1.240
H 2.590 1.021 0.991
H 2.014 2.008 -0.664
*
```

**Energy relative to the best compared isomer or geometry (same formula, charge and spin)**: 681.6 kJ/mol
**DFT total energy**: -303.37646 Ha
**Max |F|**: 0.134 hartree/bohr
**SMILES**: C#C[C@@H]1CN1N=C
**Gap between HOMO and LUMO**: 9.860 eV